{"formula": "C57H62BN6OP2RbS3", "method": "ωB97M-V/def2-TZVPD", "e_tot_ha": -4539.45216, "charge": 0, "max_force_ev_per_a": 0.571, "homo_energy_ev": -6.65, "homo_lumo_gap_ha": 0.2590, "elements": ["Rb", "C", "C", "C", "C", "N", "C", "C", "N", "B", "N", "C", "C", "N", "C", "S", "C", "C", "C", "C", "N", "C", "C", "N", "C", "S", "C", "C", "C", "C", "C", "S", "H", "H", "H", "H", "H", "H", "H", "H", "H", "H", "H", "H", "H", "H", "H", "H", "H", "H", "H", "H", "H", "H", "H", "H", "H", "H", "H", "H", "H", "H", "H", "H", "H", "H", "O", "C", "C", "C", "C", "C", "C", "P", "C", "C", "C", "C", "C", "C", "C", "C", "C", "C", "C", "C", "C", "C", "C", "C", "C", "C", "P", "C", "C", "C", "C", "C", "C", "C", "C", "C", "C", "C", "C", "H", "H", "H", "H", "H", "H", "H", "H", "H", "H", "H", "H", "H", "H", "H", "H", "H", "H", "H", "H", "H", "H", "H", "H", "H", "H", "H", "H"], "coordinates": [[-0.421, 0.017, -0.098], [-4.655, -3.628, -1.474], [-4.872, -3.500, 0.036], [-5.943, -4.481, 0.522], [-5.371, -2.092, 0.337], [-3.583, -3.881, 0.689], [-3.160, -5.199, 0.596], [-1.962, -5.280, 1.189], [-1.618, -4.025, 1.639], [-0.196, -3.881, 2.235], [0.935, -3.911, 1.178], [2.192, -4.228, 1.638], [3.028, -4.255, 0.592], [2.288, -3.946, -0.541], [0.982, -3.759, -0.164], [-0.372, -3.442, -1.163], [2.980, -3.975, -1.865], [4.249, -3.125, -1.737], [3.333, -5.434, -2.162], [2.183, -3.417, -3.037], [-0.034, -2.714, 3.251], [-0.711, -2.862, 4.439], [-0.329, -1.881, 5.268], [0.615, -1.116, 4.594], [0.738, -1.606, 3.318], [1.699, -0.962, 2.050], [1.238, 0.065, 5.260], [1.438, -0.266, 6.744], [0.268, 1.228, 5.112], [2.610, 0.437, 4.703], [-2.612, -3.161, 1.329], [-2.620, -1.495, 1.704], [-5.580, -3.396, -2.003], [-4.342, -4.634, -1.756], [-3.881, -2.930, -1.794], [-6.903, -4.201, 0.089], [-6.029, -4.438, 1.608], [-5.739, -5.510, 0.232], [-6.339, -1.999, -0.160], [-4.703, -1.326, -0.040], [-5.504, -1.923, 1.403], [-3.739, -5.956, 0.104], [-1.300, -6.117, 1.311], [-0.037, -4.886, 2.896], [2.381, -4.379, 2.685], [4.083, -4.443, 0.557], [4.996, -3.577, -1.086], [4.004, -2.136, -1.350], [4.699, -3.004, -2.723], [3.936, -5.873, -1.367], [3.899, -5.492, -3.093], [2.423, -6.025, -2.272], [1.914, -2.374, -2.882], [1.277, -3.978, -3.233], [2.841, -3.467, -3.908], [-1.403, -3.670, 4.590], [-0.638, -1.670, 6.271], [0.501, -0.355, 7.291], [2.002, 0.543, 7.206], [2.004, -1.190, 6.863], [-0.694, 0.999, 5.570], [0.094, 1.430, 4.057], [0.672, 2.125, 5.586], [3.282, -0.420, 4.686], [3.028, 1.194, 5.372], [2.558, 0.835, 3.698], [0.571, 3.446, -1.329], [1.204, 3.769, -2.518], [1.256, 5.100, -2.896], [1.842, 5.429, -4.107], [2.364, 4.432, -4.921], [2.293, 3.105, -4.527], [1.708, 2.748, -3.312], [1.520, 1.024, -2.721], [-0.026, 0.524, -3.565], [-0.489, -0.759, -3.269], [-1.692, -1.214, -3.782], [-2.455, -0.384, -4.593], [-2.006, 0.895, -4.888], [-0.797, 1.351, -4.377], [2.812, 0.192, -3.714], [4.119, 0.253, -3.231], [5.162, -0.318, -3.941], [4.908, -0.980, -5.135], [3.609, -1.063, -5.614], [2.567, -0.474, -4.911], [1.286, 3.551, -0.158], [2.654, 3.760, -0.122], [3.292, 3.826, 1.110], [2.570, 3.687, 2.282], [1.197, 3.480, 2.224], [0.529, 3.414, 1.008], [-1.246, 3.010, 0.806], [-1.945, 3.146, 2.486], [-1.824, 4.276, 3.297], [-2.438, 4.316, 4.536], [-3.196, 3.234, 4.973], [-3.332, 2.113, 4.172], [-2.704, 2.069, 2.933], [-1.882, 4.535, 0.014], [-3.066, 4.438, -0.709], [-3.615, 5.557, -1.319], [-2.977, 6.784, -1.222], [-1.789, 6.889, -0.510], [-1.247, 5.772, 0.105], [0.833, 5.851, -2.241], [1.890, 6.464, -4.417], [2.821, 4.687, -5.868], [2.697, 2.332, -5.168], [0.080, -1.430, -2.631], [-2.025, -2.215, -3.535], [-3.400, -0.730, -4.991], [-2.600, 1.546, -5.516], [-0.461, 2.354, -4.611], [4.319, 0.751, -2.288], [6.172, -0.260, -3.556], [5.720, -1.435, -5.686], [3.404, -1.586, -6.539], [1.556, -0.539, -5.295], [3.216, 3.861, -1.041], [4.362, 3.982, 1.145], [3.067, 3.729, 3.242], [0.639, 3.371, 3.141], [-1.251, 5.129, 2.953], [-2.339, 5.196, 5.159], [-3.682, 3.272, 5.940], [-3.916, 1.265, 4.503], [-2.814, 1.186, 2.315], [-3.562, 3.478, -0.801], [-4.538, 5.467, -1.877], [-3.401, 7.656, -1.703], [-1.286, 7.844, -0.432], [-0.314, 5.859, 0.652]], "mulliken_charge": [0.8842, -1.3929, 1.3109, -1.7082, -2.1341, 0.5741, -0.0135, -1.7123, -0.0607, 0.2588, 0.1735, -1.6893, -0.1886, 0.5503, -0.0165, 0.0011, 1.3534, -1.5837, -1.8330, -1.9003, 1.0502, -1.5855, -0.3773, 0.5473, -0.0114, -0.0803, 1.3664, -1.8609, -1.3971, -1.9772, -0.4051, 0.0525, 0.5017, 0.3553, 0.2284, 0.4610, 0.3816, 0.4039, 0.5656, 0.3968, 0.4240, 0.5097, 0.6062, -0.1571, 0.6336, 0.5971, 0.4927, 0.3400, 0.4354, 0.3744, 0.4342, 0.3919, 0.0329, 0.4860, 0.6731, 0.6136, 0.5098, 0.4534, 0.4423, 0.4077, 0.4451, 0.0749, 0.5472, 0.3878, 0.5676, 0.1926, 0.9696, -0.6726, -0.2439, -0.7863, -0.9800, -0.6175, 0.1082, 1.2091, 0.7202, 0.5332, -0.8142, -0.7686, -0.8304, -0.4619, -0.0226, -0.5826, -0.6593, -0.5280, -0.8001, 0.0862, 0.3714, -0.7916, -1.0916, -0.9327, -0.4709, 0.8272, 0.2754, 0.4926, -0.0473, -0.7689, -0.5551, -0.5625, -0.4385, 0.2958, -0.6565, -0.6378, -0.5519, -0.7383, -0.2291, 0.4909, 0.4356, 0.4170, 0.4408, -0.4622, 0.5635, 0.4125, 0.4283, 0.4222, 0.4801, 0.4004, 0.3665, 0.4304, 0.3857, 0.6089, 0.4018, 0.4358, 0.2894, 0.3993, 0.4261, 0.4071, 0.4986, 0.2361, 0.3815, 0.4256, 0.4001, 0.4455, 0.3798]}